{
  "formula": "C21H43InN2P3SSe",
  "method": "ωB97M-V with the def2-TZVPD basis set",
  "multiplicity": 1,
  "e_above_lowest_kj_mol": 443.2,
  "gap_ha": [0.1068, 0.1362],
  "lumo_energy_ev": [-12.7, -12.0],
  "homo_ev": [-15.6535, -15.7454],
  "charge": 3,
  "symbols": ["In", "P", "P", "P", "H", "C", "C", "H", "C", "C", "C", "C", "C", "C", "C", "C", "C", "H", "H", "H", "H", "H", "H", "H", "H", "H", "H", "H", "H", "H", "H", "H", "H", "H", "H", "H", "H", "H", "H", "H", "H", "H", "H", "H", "H", "H", "C", "C", "C", "C", "C", "C", "Se", "H", "H", "H", "H", "H", "H", "C", "N", "C", "C", "N", "C", "S", "H", "H", "H", "H", "H", "H"],
  "xyz": [[-3.612563, 0.511223, -1.332905], [-1.508557, -1.622749, 0.228108], [1.605520, -0.329758, 1.591859], [1.150417, -0.987083, -1.898794], [-4.140833, 3.129964, -4.856030], [-3.888537, 2.075534, -5.006317], [-3.778994, 1.346512, -3.865297], [-4.452718, 1.845071, -3.088582], [-2.908781, -1.437086, 1.404686], [-0.790888, -3.113344, 1.046313], [-2.438760, -2.528096, -1.082543], [2.792893, 1.030852, 1.889815], [0.817902, -0.320128, 3.254341], [2.736633, -1.757765, 1.839104], [0.799511, -0.807973, -3.683966], [1.554838, -2.783221, -1.838677], [2.901528, -0.365726, -1.931785], [-3.841454, 1.700825, -6.041238], [-3.111371, 0.428641, -3.825508], [-3.569241, -0.595989, 1.156926], [-2.534204, -1.250283, 2.420046], [-3.500907, -2.364829, 1.407973], [-0.443844, -2.902773, 2.071575], [0.052772, -3.530625, 0.476108], [-1.565946, -3.897954, 1.115167], [-3.071722, -1.911505, -1.745460], [-3.122403, -3.243559, -0.599190], [-1.731654, -3.034243, -1.757874], [3.602568, 0.707486, 2.558500], [2.268592, 1.885001, 2.346188], [3.235311, 1.363426, 0.940880], [1.367135, -0.966230, 3.953132], [-0.212722, -0.690666, 3.179036], [0.798007, 0.702526, 3.652930], [3.298121, -1.612818, 2.768338], [3.459344, -1.832246, 1.019341], [2.165633, -2.692108, 1.912476], [1.608674, -1.290868, -4.244163], [0.740988, 0.246311, -3.978720], [-0.147787, -1.303199, -3.924847], [2.192010, -3.040080, -2.695960], [0.638194, -3.383795, -1.894161], [2.096324, -3.040533, -0.919062], [3.424349, -0.823932, -2.788027], [3.433422, -0.599751, -0.997874], [2.925153, 0.726927, -2.062219], [0.621226, 3.131863, -2.789384], [-0.556347, 3.559577, -3.445569], [-0.608598, 3.642134, -4.846582], [0.533614, 3.301331, -5.567702], [1.735075, 3.056213, -4.905751], [1.803992, 2.984430, -3.522612], [0.845568, 2.609016, -0.968297], [1.221451, 1.088214, -1.299463], [-1.401916, 3.833586, -2.812131], [-1.522128, 3.994125, -5.364361], [0.480123, 3.273870, -6.643622], [2.661731, 2.921045, -5.428841], [2.703868, 2.703564, -2.976336], [-3.123158, 1.433166, 3.832925], [-2.113463, 2.268305, 3.169356], [-1.091587, 2.964613, 3.796280], [-0.436747, 3.663379, 2.830484], [-1.100771, 3.439646, 1.648423], [-2.120346, 2.543954, 1.835318], [-3.414809, 2.217237, 0.739270], [-4.051631, 1.457620, 3.252527], [-2.738952, 0.417248, 3.939301], [-3.276804, 1.846993, 4.832036], [-1.010182, 2.901270, 4.867176], [0.385457, 4.337541, 2.945636], [-0.804020, 3.803976, 0.752076]],
  "atomic_forces_ev_per_a": [[-0.0701, -0.1592, 0.9076], [-0.9159, -1.4717, -0.1557], [0.7582, 0.0282, 0.5440], [1.7778, -1.2104, -0.7288], [-0.8092, -0.4586, -0.4458], [-0.1619, -0.3778, 0.6709], [0.0047, 1.2956, -1.7994], [1.6129, -0.8241, -0.3551], [-0.2345, 0.6633, 0.4352], [0.6693, -0.1930, 0.0848], [-0.0849, -0.1274, -0.7489], [0.2129, 0.4192, -0.2778], [-0.6131, -0.1305, 0.0648], [-0.0096, -0.1713, -0.2216], [-0.8636, 0.3016, -0.0207], [-0.5535, -0.2214, 0.5789], [0.0506, 0.5250, 0.4066], [0.9198, 0.2180, 0.6105], [-1.8067, 0.7113, 0.0253], [0.1501, -0.2413, 0.1387], [-0.0460, -0.0910, -0.2621], [0.2732, 0.2182, -0.0143], [-0.1124, 0.0630, -0.4167], [-0.2515, 0.1584, 0.1921], [0.2034, 0.4163, -0.0903], [0.4119, -0.2723, 0.4009], [0.4020, 0.0014, -0.2375], [-0.2498, -0.1159, 0.3093], [-0.2099, 0.1709, -0.1257], [0.2007, -0.2252, -0.1790], [0.0862, -0.0002, 0.2509], [-0.1243, 0.2084, -0.1922], [0.1468, 0.0783, 0.2150], [-0.0754, -0.2773, -0.1272], [-0.0929, -0.0614, -0.1263], [-0.1112, -0.1037, 0.1018], [0.1955, 0.1616, -0.0664], [-0.1050, 0.0462, 0.1865], [-0.0321, -0.1785, 0.0549], [0.1574, 0.1169, -0.0810], [-0.1628, 0.2662, 0.1260], [0.2561, 0.0653, 0.0095], [-0.1972, 0.1323, -0.1716], [-0.2709, 0.0511, 0.3282], [-0.2184, 0.0048, -0.3072], [0.1988, -0.4304, -0.0534], [0.5938, -0.1977, 0.1556], [-0.6633, 0.4533, 0.1322], [-0.4283, 0.1476, 1.0967], [-0.2739, 0.3222, 0.0436], [0.8791, -0.0440, 0.9256], [-0.1730, -0.8623, -0.7859], [-0.7422, -1.0128, -0.9915], [-0.2736, 1.9095, 0.5889], [-0.0180, -0.1483, -0.4047], [0.6785, -0.4025, 0.4913], [0.1585, 0.0541, -0.1913], [0.1339, -0.0723, -0.5029], [0.0434, 0.2567, -0.5407], [0.2565, 0.2281, 0.2900], [-0.1735, 0.0642, -1.0814], [-0.3133, -0.2478, -0.5940], [-0.3793, -0.1376, 0.8978], [-0.0557, -0.8632, 0.0098], [-0.1375, 0.9220, 0.5556], [0.5746, 0.4022, 0.3228], [0.2926, -0.0219, 0.2142], [-0.1545, 0.0685, -0.0670], [-0.1546, -0.0872, -0.1783], [0.3486, 0.1295, -0.0020], [0.1849, 0.1963, -0.1571], [-0.5091, -0.0358, 0.3352]],
  "mulliken_charge": [0.56, 0.66, 0.79, 1.05, 0.30, -0.69, -0.34, 0.25, -1.18, -1.19, -1.19, -1.24, -0.98, -1.55, -1.13, -1.20, -0.80, 0.29, 0.29, 0.34, 0.15, 0.47, 0.40, 0.29, 0.51, 0.31, 0.43, 0.31, 0.43, 0.31, 0.32, 0.44, 0.06, 0.40, 0.55, 0.41, 0.34, 0.46, 0.18, 0.41, 0.51, 0.39, 0.29, 0.49, 0.17, 0.09, 0.50, -0.27, -0.51, -0.49, -0.64, -0.52, 0.25, -0.34, 0.47, 0.49, 0.50, 0.45, 0.51, -0.91, 0.26, -0.24, -0.75, 0.18, 0.13, -0.39, 0.36, 0.30, 0.37, 0.54, 0.50, 0.08]
}



{
  "formula": "C21H43LuN2OP3S",
  "method": "ωB97M-V with the def2-TZVPD basis set",
  "multiplicity": 1,
  "e_above_lowest_kj_mol": 270.0,
  "gap_ha": 0.1651,
  "lumo_energy_ev": -10.7,
  "homo_ev": -15.2195,
  "charge": 3,
  "symbols": ["Lu", "P", "P", "P", "H", "C", "C", "H", "C", "C", "C", "C", "C", "C", "C", "C", "C", "H", "H", "H", "H", "H", "H", "H", "H", "H", "H", "H", "H", "H", "H", "H", "H", "H", "H", "H", "H", "H", "H", "H", "H", "H", "H", "H", "H", "H", "C", "C", "C", "C", "C", "C", "O", "H", "H", "H", "H", "H", "H", "C", "N", "C", "C", "N", "C", "S", "H", "H", "H", "H", "H", "H"],
  "xyz": [[0.341742, -0.131912, 0.243854], [-2.034388, -0.961954, -1.178718], [1.973162, -1.915163, -0.966014], [0.061184, 1.538796, -2.085611], [-1.271159, 3.004895, 3.256789], [-1.996217, 3.578292, 2.657122], [-3.086931, 2.993661, 2.126041], [-3.319999, 1.931734, 2.284124], [-3.138205, -2.136471, -0.307428], [-1.715566, -1.960528, -2.694136], [-3.332543, 0.183202, -1.807506], [3.583445, -1.638061, -0.130351], [1.774404, -3.725497, -0.751393], [2.468031, -1.814297, -2.722339], [-1.094652, 2.899023, -1.637468], [-0.359218, 1.233873, -3.837092], [1.596085, 2.508517, -2.303270], [-1.785910, 4.648487, 2.503244], [-3.781268, 3.565789, 1.500474], [-3.370050, -1.763517, 0.695867], [-2.666181, -3.119595, -0.207965], [-4.079051, -2.247208, -0.865042], [-1.128500, -2.850123, -2.432133], [-1.149275, -1.386019, -3.436377], [-2.670733, -2.279030, -3.137423], [-3.529647, 0.954989, -1.052604], [-4.260895, -0.380793, -1.980032], [-3.040221, 0.678281, -2.740987], [4.347553, -2.254101, -0.623025], [3.516534, -1.915292, 0.930527], [3.877060, -0.581143, -0.201570], [2.498845, -4.244549, -1.394643], [0.759493, -4.032002, -1.041988], [1.949412, -4.017492, 0.293091], [3.368893, -2.423370, -2.880189], [2.681031, -0.771530, -2.994413], [1.656284, -2.189722, -3.358987], [-0.735571, 3.824429, -2.106192], [-1.127758, 3.035887, -0.547192], [-2.109806, 2.678741, -1.987437], [-0.123969, 2.145088, -4.404589], [-1.417433, 0.981283, -3.967248], [0.255105, 0.406027, -4.214226], [1.373446, 3.313984, -3.015252], [2.389143, 1.861584, -2.698087], [1.933100, 2.934725, -1.350323], [2.200831, 2.365844, 1.197731], [3.455488, 1.802044, 1.544052], [4.572985, 2.642974, 1.602656], [4.410267, 4.025807, 1.478748], [3.137983, 4.582250, 1.317947], [2.014245, 3.758605, 1.235908], [1.202939, 1.593992, 0.739636], [0.690051, -2.037225, 0.913626], [3.528036, 0.723637, 1.679697], [5.559328, 2.205477, 1.751516], [5.286131, 4.678231, 1.520729], [3.012972, 5.662214, 1.275511], [0.997311, 4.142448, 1.145097], [-2.525614, -1.223368, 3.810374], [-2.020586, -2.454830, 3.201311], [-2.764779, -3.629378, 3.072406], [-1.977837, -4.540567, 2.457824], [-0.743636, -3.939111, 2.253076], [-0.799514, -2.648240, 2.653513], [0.527874, -1.539522, 2.365392], [-1.756383, -0.749900, 4.429698], [-2.856145, -0.499938, 3.053534], [-3.385259, -1.492231, 4.433433], [-3.770326, -3.698036, 3.448755], [-2.167106, -5.552215, 2.153224], [0.091942, -4.340877, 1.832725]],
  "atomic_forces_ev_per_a": [[-0.9479, 4.4100, -2.2660], [-1.2009, -0.7219, -0.5427], [1.8068, -1.3041, -0.4655], [0.2647, 0.9431, -0.2030], [-0.4275, 0.3953, -0.2022], [-0.4239, -0.4752, -0.3932], [0.7903, 0.4507, 0.0371], [0.0795, 0.4374, 0.0171], [-0.0669, -0.1137, 0.3395], [0.4614, 0.0593, 0.0764], [0.1081, 0.4919, 0.2919], [-0.1165, 0.2921, 0.1615], [-0.4378, -0.0830, 0.0059], [-0.5618, 0.4665, -0.2905], [-0.1691, -0.2203, 0.3007], [0.0249, -0.3071, -0.0092], [0.2033, -0.2611, 0.1644], [-0.1364, -0.6353, 0.1183], [0.1737, -0.2651, 0.3604], [-0.1005, -0.0415, -0.1190], [-0.0333, 0.0831, -0.0214], [0.2985, -0.0810, 0.1953], [-0.1564, 0.0931, -0.1068], [-0.1694, -0.1121, 0.1405], [0.2637, 0.1232, 0.1838], [-0.0751, -0.1085, -0.2142], [0.3773, 0.1118, 0.0011], [-0.0431, -0.1665, 0.3016], [-0.1901, 0.0895, 0.1689], [0.1335, 0.0555, -0.1998], [-0.0237, -0.2633, 0.0104], [-0.1799, 0.0944, 0.2633], [0.2729, -0.0386, -0.0170], [0.0889, 0.0449, -0.2170], [-0.2545, 0.1255, 0.1727], [-0.0240, -0.2813, 0.0291], [0.2223, 0.1022, 0.0767], [-0.1559, -0.2174, 0.1016], [0.0392, 0.0699, -0.2673], [0.2515, 0.1226, 0.0598], [-0.1496, -0.2872, 0.0916], [0.2975, 0.0790, -0.0701], [-0.1400, 0.2309, -0.0917], [0.2085, -0.1985, 0.1420], [-0.0665, 0.2508, -0.0156], [-0.1046, -0.0770, -0.2440], [1.4720, 1.1780, 0.5425], [-0.5938, 0.7674, -0.8265], [-0.4537, -0.1025, 0.3043], [0.1436, 0.0563, -0.1489], [-0.0538, -0.2119, 0.4284], [0.3417, -0.5618, -0.3675], [-1.1251, -2.2348, 0.5619], [0.2580, -0.3020, 2.2575], [0.1322, 0.1133, -0.1279], [-0.2149, 0.2048, 0.0921], [-0.3340, -0.2459, -0.0232], [0.0699, -0.2187, 0.0474], [0.3156, 0.0513, -0.1964], [-0.2373, 0.5428, 0.2575], [0.6430, -0.2984, -0.6616], [0.6679, 0.6727, 0.0699], [0.7624, 0.0031, -0.0239], [-0.4938, 0.6743, -0.0582], [-1.1504, -1.2257, 0.1815], [0.1433, -1.3928, -0.3362], [-0.1710, -0.2551, -0.0535], [0.0773, -0.3188, 0.0316], [0.2896, 0.1379, -0.0883], [-0.0479, -0.0225, 0.0225], [-0.0370, -0.1762, 0.0895], [-0.4151, -0.1975, 0.1702]],
  "mulliken_charge": [1.24, 0.82, 1.04, 0.82, 0.21, -0.43, -0.48, 0.18, -1.29, -1.22, -1.31, -1.34, -1.19, -1.22, -1.02, -1.45, -1.18, 0.27, 0.27, 0.32, 0.32, 0.53, 0.32, 0.25, 0.49, 0.32, 0.52, 0.35, 0.49, 0.40, 0.39, 0.45, 0.32, 0.33, 0.56, 0.32, 0.38, 0.45, 0.08, 0.43, 0.45, 0.40, 0.33, 0.51, 0.34, 0.27, 0.28, -0.71, -0.54, -0.64, -0.32, -0.29, -0.60, -0.24, 0.47, 0.41, 0.40, 0.43, 0.37, -1.06, 0.25, -0.08, -0.63, 0.11, 0.24, -0.26, 0.38, 0.52, 0.33, 0.47, 0.46, 0.20]
}



Number 1: molar mass 642.4 g mol⁻¹. Number 2: molar mass 639.5 g mol⁻¹.